ORCA calculation (ωB97M-V/def2-TZVPD) on one molecule with the formula C5H8O.

Properties
**ΔE to the lowest compared entry with this formula, charge and spin**: 2.4423 eV
**Energy**: -270.4681 a.u.
**Net charge**: 0
**Highest occupied orbital energy**: -9.91 eV
**Frontier orbital gap**: 10.9 eV
**Structure (SMILES)**: C#C[C@@H](C)CO

Atoms and positions in Å:
C: -0.150 -2.353 -0.849
C: -0.250 -1.244 -0.391
C: -0.127 0.217 -0.297
C: -1.418 0.979 0.005
C: 1.063 0.649 0.590
O: 2.116 -0.282 0.627
H: 0.007 -3.241 -1.413
H: 0.146 0.447 -1.332
H: -1.656 1.007 1.074
H: -2.262 0.524 -0.522
H: -1.314 2.009 -0.349
H: 1.484 1.560 0.156
H: 0.710 0.894 1.604
H: 1.747 -1.129 0.915

***

ORCA calculation (ωB97M-V/def2-TZVPD) on one molecule with the formula C2H5NO4.

Properties
**ΔE to the lowest compared entry with this formula, charge and spin**: 4.7990 eV
**Energy**: -434.8178 a.u.
**Net charge**: 0
**Highest occupied orbital energy**: -10.85 eV
**Frontier orbital gap**: 11.1 eV
**Structure (SMILES)**: CC(O)(O)[N+](=O)[O-]

Atoms and positions in Å:
C: 0.167 -0.620 -0.055
C: -0.988 0.334 0.325
O: -1.288 1.272 -0.525
O: -0.792 0.960 1.574
N: -2.208 -0.689 0.515
O: -2.156 -1.396 1.438
O: -3.106 -0.594 -0.314
H: 1.105 -0.041 -0.218
H: 0.454 -1.278 0.707
H: 0.109 -1.308 -0.913
H: -2.111 0.903 -1.066
H: -0.522 0.277 2.240

***

ORCA calculation (ωB97M-V/def2-TZVPD) on one molecule with the formula C29H37N5O5S2.

Properties
**ΔE to the lowest compared entry with this formula, charge and spin**: 0.1859 eV
**Energy**: -2573.6900 a.u.
**Net charge**: 0
**Highest occupied orbital energy**: -8.19 eV
**Frontier orbital gap**: 8.4 eV
**Structure (SMILES)**: COCCNC(=O)C1=C(N)[C@@H](C(=O)Nc2ccc(C)c(S(=O)(=O)N3CCCCC3)c2)S/C1=N\c1ccc(C)cc1C

Atoms and positions in Å:
C: 6.639 1.281 -2.128
O: 6.850 2.667 -2.265
C: 6.095 3.474 -1.394
C: 4.586 3.475 -1.687
N: 3.873 2.511 -0.885
C: 2.739 2.804 -0.232
O: 2.193 3.907 -0.292
C: 2.154 1.697 0.550
C: 0.942 1.854 1.180
N: 0.248 2.984 1.230
C: 0.401 0.627 1.865
C: -0.992 0.327 1.281
O: -1.878 1.142 1.447
N: -1.076 -0.827 0.599
C: -2.187 -1.388 -0.041
C: -2.033 -2.632 -0.648
C: -3.100 -3.226 -1.294
C: -4.347 -2.610 -1.348
C: -5.505 -3.239 -2.045
C: -4.480 -1.372 -0.728
S: -6.081 -0.548 -0.775
O: -7.033 -1.413 -0.130
O: -6.342 -0.163 -2.133
N: -5.797 0.823 0.131
C: -6.072 0.691 1.548
C: -7.543 0.949 1.869
C: -7.967 2.309 1.321
C: -7.687 2.369 -0.179
C: -6.208 2.088 -0.440
C: -3.424 -0.755 -0.091
S: 1.650 -0.672 1.665
C: 2.748 0.405 0.692
N: 3.882 0.052 0.270
C: 4.427 -1.219 0.348
C: 3.772 -2.312 -0.216
C: 4.365 -3.559 -0.217
C: 5.619 -3.746 0.346
C: 6.268 -5.096 0.369
C: 6.262 -2.649 0.907
C: 5.695 -1.387 0.916
C: 6.399 -0.238 1.574
H: 7.394 0.798 -2.747
H: 6.765 0.958 -1.089
H: 5.647 0.978 -2.480
H: 6.496 4.479 -1.541
H: 6.262 3.175 -0.348
H: 4.438 3.271 -2.754
H: 4.153 4.452 -1.460
H: 4.248 1.575 -0.757
H: -0.726 2.949 1.497
H: 0.641 3.740 0.664
H: 0.266 0.822 2.934
H: -0.225 -1.384 0.567
H: -1.075 -3.131 -0.614
H: -2.964 -4.188 -1.766
H: -5.893 -2.557 -2.799
H: -6.312 -3.416 -1.336
H: -5.219 -4.178 -2.513
H: -5.791 -0.322 1.837
H: -5.430 1.403 2.079
H: -7.694 0.906 2.949
H: -8.136 0.161 1.403
H: -9.029 2.476 1.512
H: -7.405 3.099 1.827
H: -7.951 3.348 -0.583
H: -8.277 1.609 -0.695
H: -6.008 2.029 -1.509
H: -5.583 2.871 0.003
H: -3.565 0.211 0.361
H: 2.805 -2.165 -0.674
H: 3.845 -4.394 -0.664
H: 5.759 -5.784 -0.301
H: 7.313 -5.026 0.073
H: 6.234 -5.512 1.377
H: 7.238 -2.783 1.353
H: 7.458 -0.239 1.321
H: 6.314 -0.323 2.658
H: 5.953 0.707 1.276